# 1
Entry from the OMol25 dataset: C24H58CdP2Si4 as an isolated structure at a distorted geometry (ωB97M-V with the def2-TZVPD basis set).

```
89
Properties=species:S:1:pos:R:3:forces:R:3
P -4.389809 0.665536 0.040383 -2.9 2.2 -1.5
P -2.129644 -1.710300 -0.947946 -2.2 -1.4 -3.5
C -4.664357 -0.472687 -1.371562 0.1 -1.4 0.2
C -4.080456 -1.703091 -0.698804 1.2 -1.0 0.0
H -4.094905 -0.134489 -2.270485 -0.3 -0.2 0.8
H -5.692597 -0.682744 -1.724354 0.3 0.5 0.5
H -4.257326 -1.677158 0.426554 -0.1 -0.2 -1.2
H -4.446616 -2.695546 -1.042182 0.2 0.7 0.1
C -1.589038 -0.447308 -2.204735 0.0 -0.5 0.5
H -0.489104 -0.439405 -2.313186 -0.4 -0.2 0.3
H -1.908920 0.558446 -1.927773 -0.1 -0.1 -0.1
H -2.024710 -0.802696 -3.139615 0.0 0.4 -0.1
C -2.338274 -3.203712 -2.011438 0.4 -0.1 0.2
H -3.067980 -2.827174 -2.740934 0.2 -0.3 -0.1
H -2.808570 -4.011875 -1.431900 0.4 0.2 -0.2
H -1.430910 -3.540497 -2.512783 0.0 0.0 0.1
C -5.580405 1.837306 -0.880074 0.5 1.1 0.3
H -5.706755 2.765145 -0.317853 -0.1 -0.1 -0.2
H -6.565670 1.353721 -1.002750 0.6 0.0 0.1
H -5.198754 2.104049 -1.873833 0.0 -0.1 0.2
C -5.790364 0.342386 1.237193 0.1 -0.9 0.6
H -5.578190 -0.404397 2.021238 0.1 0.2 -0.3
H -6.708844 0.023750 0.730801 0.2 0.1 -0.1
H -6.012995 1.288103 1.759360 0.2 -0.3 -0.3
Cd -1.776162 -1.190599 1.197522 2.4 1.2 3.2
C -1.827775 3.395867 -1.063757 0.8 -2.2 0.4
C -2.953421 3.745781 -1.670778 -0.7 0.3 -1.0
C -3.910989 4.876872 -1.342340 -0.3 -0.1 0.4
C -3.924851 5.315308 0.141262 -0.1 0.9 -0.2
C -4.498927 4.383935 1.141511 0.2 -1.0 0.4
C -3.809762 3.395114 1.713492 -0.1 -0.6 0.1
C -2.333002 3.051973 1.568670 0.2 -0.5 -0.3
C -1.432190 3.584019 0.385986 0.8 0.8 0.8
C -0.244064 -0.478111 2.557509 -0.4 0.5 0.9
H -1.094665 2.711878 -1.592746 -1.2 0.6 0.4
H -3.267235 3.174393 -2.573823 0.8 0.8 0.2
H -4.916207 4.561832 -1.681138 0.3 0.3 0.2
H -3.654448 5.808835 -1.919098 -0.1 -1.0 0.2
H -2.898284 5.546898 0.421668 -0.2 0.3 0.0
H -4.522957 6.230650 0.214972 0.3 0.1 -0.2
H -5.544176 4.516933 1.428677 0.1 -0.2 -0.3
H -4.369453 2.632826 2.321452 0.6 1.1 -0.2
H -2.323077 1.936078 1.509611 0.3 0.8 0.1
H -1.776443 3.319792 2.509170 -0.6 -0.2 -0.7
H -1.230728 4.659619 0.512436 0.1 -0.4 0.4
H -0.457019 3.069662 0.582530 -0.7 0.5 -0.4
H 0.105520 -1.361895 3.106855 0.0 0.2 -0.2
H -0.469873 0.322264 3.302972 -0.1 -0.6 -0.7
H 0.549937 -0.144505 1.863847 -0.4 -0.3 0.1
C 4.312762 1.196944 -1.679060 0.3 0.4 -0.1
Si 4.501924 0.455290 0.043762 -0.6 -1.0 0.2
C 6.273808 -0.181698 0.205144 0.3 0.4 -0.1
C 4.263082 1.830629 1.313799 0.3 0.3 -0.1
Si 2.875738 -1.158666 0.426589 -0.7 0.2 -0.2
Si 3.042505 -2.563186 -1.420905 0.4 0.9 1.5
C 4.828068 -2.930438 -1.916581 -0.1 -0.4 -0.6
C 2.175818 -4.183263 -1.002292 0.0 -0.5 -0.5
C 2.160455 -1.753567 -2.873498 0.0 -0.2 -0.6
Si 3.754219 -2.411213 2.180466 -0.2 0.8 -1.1
C 5.221189 -3.503717 1.707553 0.1 -0.3 0.4
C 4.314009 -1.249737 3.558810 0.1 -0.3 0.4
C 2.357488 -3.502574 2.820892 0.1 -0.4 0.5
H 5.198774 1.816176 -1.883711 -0.2 0.0 -0.1
H 3.426786 1.844776 -1.722367 0.1 -0.1 0.0
H 4.230528 0.443540 -2.472071 0.1 0.1 0.2
H 6.930743 0.699488 0.144103 0.1 -0.2 0.0
H 6.469010 -0.682147 1.161989 -0.1 0.1 -0.2
H 6.548604 -0.867386 -0.605738 -0.1 0.1 0.2
H 3.489087 2.525957 0.963347 0.1 -0.1 0.1
H 3.969769 1.456287 2.301547 0.1 0.0 -0.2
H 5.204650 2.387964 1.417163 -0.2 0.1 0.1
H 5.379117 -3.488232 -1.151384 -0.2 0.2 -0.1
H 4.791225 -3.549641 -2.824208 0.3 0.0 0.0
H 5.397432 -2.024018 -2.154033 -0.2 -0.1 0.1
H 1.085615 -4.048915 -0.993451 0.1 0.0 0.1
H 2.421097 -4.922512 -1.778861 -0.2 -0.1 0.2
H 2.478185 -4.597434 -0.032195 0.0 0.2 -0.2
H 1.077657 -1.933179 -2.828827 0.2 0.0 0.0
H 2.325060 -0.669722 -2.914506 0.0 -0.2 0.1
H 2.535729 -2.190848 -3.810398 -0.2 0.1 0.0
H 6.104120 -2.922161 1.414720 -0.2 -0.1 0.0
H 5.487118 -4.097564 2.594954 0.1 0.0 -0.2
H 4.985916 -4.203698 0.896420 0.0 0.1 0.2
H 3.446779 -0.798706 4.058878 0.1 0.0 -0.1
H 4.867905 -1.838927 4.304032 0.0 0.2 0.0
H 4.967286 -0.440642 3.209278 -0.1 -0.2 0.0
H 1.629493 -2.911224 3.391750 0.2 -0.1 -0.1
H 1.821061 -4.021368 2.016681 0.2 0.2 0.1
H 2.785634 -4.261458 3.492429 -0.3 0.0 0.0
```
Forces are in eV/Å.

**Gap between HOMO and LUMO**: 3.6 eV
**ΔE to the lowest compared entry with this formula, charge and spin**: 0.000 eV
**HOMO level**: -0.175 Ha
**E_LUMO**: -1.2 eV
**Total energy**: -2957.4689 Ha

# 2
Entry from the OMol25 dataset: a 3-piece molecular cluster, C24H59N11O4P3 overall at a distorted geometry (ωB97M-V with the def2-TZVPD basis set).

```
101
Properties=species:S:1:pos:R:3:forces:R:3
N 2.020589 1.609294 3.955695 -0.3 0.5 -0.4
P 0.757894 2.040355 3.177183 3.0 -1.0 2.4
O 0.156898 3.372194 3.833006 -1.0 -0.6 -1.1
O -0.289164 0.845319 3.244485 -0.8 0.5 -1.0
N 1.222261 2.221404 1.503795 -3.2 0.6 0.0
C 0.907291 3.438356 0.931409 0.8 0.1 0.3
N -0.200020 4.159150 1.177257 0.2 0.7 0.5
N 1.783575 3.875093 0.007691 -1.8 -0.9 -1.1
C 2.152159 2.663883 -0.799501 1.1 -1.1 0.6
C 0.966418 1.693658 -0.873870 -0.7 0.6 -0.2
C 0.613772 1.162945 0.542729 1.8 -0.2 -1.2
C 1.271469 -0.211598 0.712310 -0.4 0.0 1.6
C 0.239778 -1.356409 0.566943 0.4 0.2 -1.0
C -1.012623 -0.954128 -0.247772 -0.6 -1.5 0.4
C -2.294028 -0.768562 0.633084 1.1 0.4 -0.6
N -2.907253 0.520596 0.361997 -0.9 0.4 0.2
C -3.706371 0.854901 -0.702740 -0.2 0.2 -0.6
C -4.050558 2.178251 -0.628285 0.2 0.8 0.6
C -3.462198 2.716253 0.570537 0.0 -1.4 -1.1
C -2.796421 1.641017 1.120407 0.5 1.6 1.2
H 2.214270 2.268316 4.702144 0.4 -0.3 0.1
H -0.812326 3.372901 3.785008 0.0 0.4 0.2
H 0.093491 0.202265 3.862810 0.0 0.1 0.1
H -0.093373 5.141597 1.388171 -0.1 0.1 -0.6
H -1.147273 3.794461 1.130938 0.2 -0.5 0.4
H 1.220604 4.444534 -0.622010 0.6 0.7 0.1
H 2.940595 2.146032 -0.250461 0.2 0.1 -0.2
H 2.545337 2.927783 -1.776200 -0.1 0.4 0.1
H 1.215552 0.880407 -1.551940 0.0 -0.1 0.1
H 0.100008 2.197544 -1.323422 0.1 0.0 0.0
H -0.452690 1.163865 0.731891 0.0 -0.1 -0.1
H 2.125757 -0.323939 0.046351 -0.1 0.1 -0.2
H 1.690877 -0.256518 1.722743 0.1 -0.1 -0.1
H -0.031225 -1.782114 1.533034 -0.1 0.2 0.1
H 0.728015 -2.172176 0.031078 0.1 0.0 0.1
H -1.241603 -1.802328 -0.897023 0.1 0.2 -0.2
H -0.864695 -0.104772 -0.910236 0.0 0.0 0.1
H -1.970079 -0.788682 1.672515 -0.4 0.1 0.1
H -2.984312 -1.586185 0.433934 -0.3 0.2 0.1
H -4.010150 0.165271 -1.474049 0.2 -0.3 0.2
H -4.648924 2.756585 -1.312598 -0.1 -0.3 -0.2
H -3.506690 3.717919 0.965862 -0.2 0.0 0.0
H -2.247479 1.761367 2.045452 0.0 -1.0 0.0
O -5.284946 -2.456568 -0.396535 2.4 -2.6 -1.7
P -6.272861 -3.585754 -0.230182 -5.2 4.2 2.7
N -7.517459 -2.920633 -1.226378 0.2 -0.1 -0.5
C -8.950664 -3.057889 -1.048133 -0.3 -0.5 0.2
C -7.153884 -2.720059 -2.627474 0.5 0.1 0.0
N -6.575400 -3.290402 1.439352 0.4 -0.3 0.1
C -7.896635 -3.086932 1.997176 -0.1 -0.4 0.3
C -5.561572 -2.499730 2.128457 -0.2 0.3 0.0
N -7.007220 -5.159768 -0.124335 3.0 -0.9 -0.9
C -6.320646 -6.070454 0.832249 -0.2 -0.1 0.5
C -7.021669 -5.891393 -1.417079 -0.5 0.2 -0.4
H -9.330425 -4.077058 -1.206463 0.0 0.0 0.0
H -9.474312 -2.409879 -1.752271 0.2 0.0 -0.1
H -9.276792 -2.721658 -0.068710 0.1 -0.1 0.1
H -7.104858 -3.658905 -3.195575 -0.1 0.1 -0.1
H -6.178241 -2.238738 -2.706149 0.0 -0.1 0.1
H -7.866480 -2.063847 -3.127115 -0.1 0.0 0.1
H -8.270798 -2.073649 1.803585 -0.1 0.0 0.0
H -7.872406 -3.228001 3.082000 0.1 0.1 0.0
H -8.611198 -3.818808 1.625448 0.1 0.0 -0.2
H -5.652922 -1.435078 1.874633 0.2 0.0 0.1
H -4.558786 -2.831799 1.871996 0.0 0.0 -0.1
H -5.657796 -2.594795 3.213189 -0.3 -0.2 0.0
H -5.274970 -6.236189 0.558599 0.0 -0.1 0.0
H -6.831193 -7.033289 0.851380 0.0 0.0 -0.2
H -6.349773 -5.683265 1.845514 0.0 0.2 -0.1
H -6.029633 -5.948662 -1.871181 0.0 -0.1 0.0
H -7.700412 -5.426171 -2.129395 0.0 0.2 0.1
H -7.390996 -6.904519 -1.269054 0.1 0.0 0.2
O 7.260186 2.375162 -3.277047 -3.5 0.4 0.7
P 7.278637 1.972838 -1.832129 6.7 -1.2 0.6
N 8.303144 3.209770 -1.210874 -0.4 0.4 0.0
C 9.219195 3.106844 -0.091467 -0.1 -0.3 0.5
C 7.820534 4.574296 -1.407938 -0.2 0.0 -0.5
N 8.118978 0.486173 -2.001773 -0.1 -0.1 -0.2
C 9.261511 0.091216 -1.198852 -0.2 -0.2 0.5
C 8.259441 -0.048692 -3.352097 0.0 0.2 -0.3
N 6.683613 1.458998 -0.270449 -2.8 0.4 -1.4
C 5.847426 0.233620 -0.339454 0.2 -0.4 0.1
C 5.833678 2.474954 0.389660 0.4 0.4 0.3
H 8.728108 2.983847 0.884890 0.0 0.0 0.0
H 9.830279 4.008159 -0.029650 -0.2 0.1 -0.1
H 9.932313 2.297899 -0.217792 -0.2 -0.1 0.0
H 6.985590 4.833811 -0.740170 0.1 0.1 0.1
H 7.476922 4.715201 -2.433249 0.0 -0.1 0.0
H 8.617177 5.299416 -1.243932 0.1 -0.1 0.1
H 10.183913 0.581338 -1.532632 0.0 0.0 0.0
H 9.416829 -0.988909 -1.273640 0.0 0.0 -0.1
H 9.104133 0.289452 -0.139376 0.0 0.2 0.0
H 9.052086 0.457657 -3.914476 0.0 0.0 -0.1
H 7.332312 0.041747 -3.910913 0.0 0.1 0.0
H 8.499150 -1.113882 -3.309298 0.1 0.0 0.2
H 4.970204 0.372829 -0.983901 -0.1 0.0 0.1
H 5.505449 -0.034894 0.661945 0.0 0.2 0.0
H 6.409138 -0.615456 -0.713936 0.1 0.1 -0.1
H 5.026788 2.815467 -0.266716 -0.1 0.1 0.1
H 6.409678 3.343498 0.704387 0.1 0.0 -0.2
H 5.391383 2.075429 1.302977 0.0 -0.2 -0.1
```
Forces are in eV/Å.

**Gap between HOMO and LUMO**: 6.0 eV
**Net charge**: +1
**HOMO level**: -0.369 Ha
**E_LUMO**: -4.0 eV
**Total energy**: -2876.9209 Ha